DFT (wB97M-V/def2-TZVPD) results for 18 unconnected molecules or ions with the total composition C108H108O36.

Geometry as ORCA input:
```
! RIJCOSX wB97M-V def2-TZVPD def2/J DEFGRID3
* xyz 0 1
C 12.431 15.543 28.545
C 13.206 15.855 27.460
C 13.699 14.858 26.548
C 13.509 13.542 26.794
C 12.710 13.212 27.915
C 12.235 14.110 28.825
O 11.494 13.709 29.894
O 14.369 15.260 25.410
H 12.025 16.280 29.201
H 13.418 16.895 27.249
H 13.807 12.723 26.137
H 12.509 12.180 28.025
H 10.995 12.898 29.734
H 14.535 14.537 24.804
C 18.653 16.592 27.422
C 17.346 16.646 26.850
C 16.941 17.761 26.216
C 17.851 18.865 26.106
C 19.107 18.801 26.584
C 19.526 17.624 27.259
O 20.832 17.499 27.618
O 15.770 17.926 25.558
H 18.949 15.644 27.905
H 16.673 15.771 27.014
H 17.409 19.718 25.557
H 19.893 19.582 26.435
H 21.000 16.558 27.519
H 15.272 17.093 25.525
C 9.654 13.541 21.206
C 10.755 12.780 20.887
C 11.876 13.321 20.387
C 11.954 14.717 20.095
C 10.881 15.496 20.364
C 9.781 14.924 21.008
O 8.762 15.694 21.423
O 12.904 12.444 20.046
H 8.803 13.087 21.783
H 10.810 11.692 21.105
H 12.817 15.076 19.548
H 10.924 16.604 20.132
H 9.052 16.604 21.261
H 13.735 12.937 20.138
C 13.984 14.236 17.109
C 12.911 14.975 16.691
C 12.959 16.362 16.613
C 14.098 16.991 16.995
C 15.233 16.298 17.572
C 15.157 14.914 17.563
O 16.166 14.269 18.219
O 11.925 17.060 16.117
H 13.885 13.169 17.168
H 12.105 14.352 16.342
H 14.114 18.057 17.041
H 16.155 16.801 17.918
H 17.025 14.606 17.956
H 11.171 16.457 16.121
C 17.109 23.980 24.007
C 18.439 23.516 23.908
C 18.813 22.258 23.527
C 17.841 21.384 23.146
C 16.504 21.752 23.244
C 16.161 23.034 23.673
O 14.772 23.274 23.840
O 20.153 21.987 23.515
H 16.894 25.002 24.336
H 19.220 24.251 24.106
H 18.184 20.394 22.784
H 15.621 21.124 22.964
H 14.625 24.187 23.773
H 20.247 21.004 23.713
C 11.897 13.003 23.844
C 10.948 13.084 24.845
C 10.687 12.046 25.728
C 11.279 10.799 25.491
C 12.232 10.687 24.527
C 12.538 11.772 23.618
O 13.453 11.565 22.696
O 9.757 12.147 26.754
H 11.975 13.869 23.292
H 10.391 14.016 24.988
H 11.013 9.939 26.143
H 12.847 9.840 24.344
H 13.196 12.092 21.921
H 9.546 13.103 27.003
C 18.783 22.946 17.720
C 19.375 22.045 18.604
C 19.721 22.458 19.890
C 19.706 23.800 20.228
C 19.253 24.701 19.274
C 18.770 24.289 18.044
O 18.395 25.315 17.158
O 20.179 21.448 20.773
H 18.303 22.641 16.774
H 19.549 20.975 18.358
H 20.054 24.089 21.216
H 19.272 25.781 19.419
H 17.445 25.420 17.245
H 20.273 21.768 21.703
C 16.046 20.013 16.607
C 16.710 19.196 17.561
C 17.759 18.404 17.209
C 18.157 18.271 15.912
C 17.447 19.036 14.915
C 16.493 19.942 15.310
O 15.859 20.686 14.372
O 18.314 17.758 18.296
H 15.372 20.746 16.986
H 16.260 19.251 18.535
H 19.069 17.773 15.669
H 17.739 18.896 13.908
H 16.409 20.704 13.619
H 18.793 16.988 17.964
C 21.049 12.155 24.254
C 21.639 12.810 25.313
C 21.068 14.051 25.660
C 19.962 14.632 25.036
C 19.355 13.892 24.005
C 19.914 12.645 23.670
O 19.339 11.938 22.559
O 21.454 14.684 26.818
H 21.520 11.258 23.871
H 22.531 12.433 25.754
H 19.663 15.615 25.344
H 18.623 14.438 23.377
H 18.884 11.096 22.893
H 22.352 14.371 26.961
C 18.382 14.250 13.934
C 18.245 14.767 15.243
C 19.071 14.376 16.239
C 19.955 13.294 16.080
C 20.049 12.718 14.795
C 19.285 13.233 13.728
O 19.452 12.643 12.519
O 18.870 15.012 17.431
H 17.816 14.497 13.024
H 17.468 15.474 15.490
H 20.429 12.753 16.940
H 20.671 11.880 14.617
H 18.763 12.923 11.958
H 19.583 14.771 18.054
C 11.527 20.194 22.355
C 12.515 20.798 23.086
C 13.015 20.195 24.279
C 12.612 18.909 24.474
C 11.594 18.289 23.729
C 11.037 18.943 22.650
O 10.032 18.398 22.019
O 13.902 20.746 25.232
H 11.149 20.633 21.488
H 12.811 21.796 22.886
H 12.919 18.416 25.437
H 11.128 17.366 24.127
H 9.329 19.026 21.878
H 14.040 21.644 25.069
C 16.745 10.917 24.124
C 17.675 10.092 24.766
C 18.179 10.481 25.997
C 18.043 11.815 26.417
C 17.214 12.697 25.708
C 16.566 12.190 24.606
O 15.577 13.013 23.978
O 18.867 9.524 26.782
H 16.125 10.464 23.302
H 17.814 9.085 24.444
H 18.500 12.193 27.369
H 17.088 13.723 26.026
H 15.135 12.570 23.255
H 19.247 9.844 27.616
C 24.058 17.311 23.002
C 22.713 17.562 23.345
C 22.311 18.840 23.675
C 23.245 19.841 23.771
C 24.573 19.559 23.465
C 24.972 18.323 23.120
O 26.220 17.984 22.783
O 21.010 19.180 24.022
H 24.431 16.294 22.773
H 21.961 16.669 23.300
H 22.896 20.776 24.118
H 25.317 20.250 23.692
H 26.793 18.754 22.989
H 20.539 18.345 24.218
C 14.759 20.692 20.353
C 13.985 19.546 19.994
C 12.733 19.687 19.329
C 12.295 20.996 18.896
C 13.050 22.099 19.332
C 14.288 21.958 19.951
O 14.980 23.102 20.154
O 12.082 18.527 19.010
H 15.621 20.476 20.939
H 14.434 18.627 20.379
H 11.354 20.995 18.366
H 12.846 23.126 18.965
H 15.913 22.970 20.391
H 12.736 17.820 18.823
C 20.509 15.567 21.232
C 20.884 14.351 20.649
C 21.428 14.308 19.397
C 21.681 15.466 18.670
C 21.420 16.674 19.317
C 20.805 16.736 20.592
O 20.417 17.915 21.173
O 21.738 13.112 18.769
H 20.260 15.670 22.263
H 20.725 13.421 21.147
H 22.069 15.602 17.743
H 21.712 17.613 18.856
H 20.794 18.685 20.662
H 21.360 12.336 19.266
C 15.718 10.835 19.513
C 16.975 11.104 20.016
C 18.038 11.235 19.157
C 17.927 11.004 17.821
C 16.669 10.752 17.290
C 15.543 10.688 18.166
O 14.304 10.434 17.625
O 19.379 11.429 19.646
H 14.856 10.842 20.155
H 16.977 11.141 21.072
H 18.790 11.105 17.173
H 16.543 10.713 16.239
H 13.591 10.931 18.055
H 19.236 11.755 20.551
C 14.761 15.599 22.273
C 15.090 16.829 22.827
C 16.241 17.522 22.387
C 17.171 16.923 21.513
C 16.744 15.709 20.902
C 15.643 15.034 21.359
O 15.243 13.855 20.810
O 16.570 18.738 22.915
H 13.863 15.058 22.550
H 14.504 17.296 23.609
H 18.171 17.275 21.284
H 17.427 15.213 20.211
H 15.823 13.584 20.075
H 15.920 18.831 23.623
C 15.581 19.372 29.310
C 14.669 20.031 28.470
C 13.323 19.994 28.763
C 12.890 19.365 29.953
C 13.815 18.815 30.785
C 15.199 18.786 30.472
O 16.061 18.154 31.342
O 12.423 20.695 27.952
H 16.646 19.539 28.954
H 15.023 20.626 27.600
H 11.801 19.258 30.156
H 13.438 18.399 31.722
H 16.894 17.911 30.973
H 12.837 20.685 27.085
*
```

Results
lowest unoccupied orbital energy: 0.13 eV
E: -187454.541 eV